The following is a quantum chemistry calculation of a molecular structure, C22H53AlB2ClF4KMgN4NaO15P at a distorted geometry, from OMol25.

Geometry as ORCA input:
```
! wB97M-V def2-TZVPD RIJCOSX def2/J DEFGRID3
* xyz 0 1
C -0.720 -4.453 3.496
C -1.074 -2.970 3.379
B -2.612 -2.725 3.011
O -3.277 -3.650 2.301
N -3.264 -1.487 3.509
B -4.548 -1.201 2.789
N -5.622 -0.516 3.543
O -4.703 -1.538 1.480
C -2.452 -0.380 3.364
O -2.464 0.338 2.373
O -1.616 -0.158 4.392
C -1.123 1.168 4.450
C 0.298 1.216 3.918
C 0.426 0.625 2.526
Cl 2.191 0.474 2.072
H -1.213 -5.057 2.748
H 0.356 -4.589 3.439
H -1.004 -4.806 4.482
H -0.413 -2.454 2.679
H -0.887 -2.517 4.352
H -3.145 -3.362 1.340
H -5.686 0.433 3.193
H -6.510 -0.977 3.398
H -4.922 -0.774 0.947
H -1.768 1.900 3.991
H -1.066 1.422 5.502
H 0.948 0.624 4.556
H 0.673 2.240 3.957
H 0.009 -0.369 2.464
H -0.102 1.212 1.785
C 4.253 -0.236 -1.739
C 3.795 1.008 -0.978
C 3.796 2.344 -1.757
N 5.118 2.877 -2.222
C 5.465 2.285 -3.586
C 6.853 2.668 -4.059
C 7.912 2.350 -3.016
C 7.585 3.039 -1.699
C 6.208 2.630 -1.209
C 4.886 4.352 -2.364
H 5.324 -0.232 -1.939
H 4.047 -1.123 -1.142
H 3.720 -0.339 -2.685
H 4.360 1.104 -0.045
H 2.765 0.819 -0.665
H 3.385 3.110 -1.095
H 3.146 2.285 -2.641
H 5.392 1.204 -3.500
H 4.702 2.627 -4.295
H 7.060 2.126 -4.983
H 6.894 3.727 -4.323
H 8.893 2.663 -3.369
H 7.962 1.266 -2.862
H 7.658 4.124 -1.804
H 8.318 2.759 -0.941
H 5.925 3.172 -0.302
H 6.224 1.564 -0.997
H 4.647 4.733 -1.365
H 4.042 4.497 -3.047
H 5.770 4.851 -2.754
C -0.419 -2.369 -1.024
C -1.331 -3.608 -0.843
O -2.445 -3.239 -0.184
H -0.171 -1.973 -0.030
H 0.529 -2.623 -1.530
H -0.913 -1.583 -1.599
H -0.688 -4.372 -0.340
H -1.464 -4.039 -1.860
C -5.631 -4.438 4.044
O -6.068 -5.365 3.053
C -6.613 -6.471 3.542
O -6.758 -6.736 4.706
O -6.976 -7.242 2.518
C -7.581 -8.476 2.900
H -5.207 -3.594 3.521
H -6.472 -4.103 4.651
H -4.862 -4.881 4.674
H -8.495 -8.298 3.464
H -6.889 -9.080 3.484
H -7.825 -9.001 1.981
K 1.731 2.428 -0.698
F 6.160 2.603 -7.367
Al 4.544 2.967 -7.802
F 3.525 2.386 -6.547
F 4.138 2.227 -9.251
F 4.368 4.639 -7.911
O -0.377 5.886 -2.505
P -0.556 5.040 -3.767
O -1.881 5.352 -4.441
O -0.468 3.574 -3.373
O 0.538 5.406 -4.761
C -4.784 -1.500 -2.027
N -4.688 -0.971 -3.415
O -5.614 -0.305 -3.830
O -3.688 -1.245 -4.036
H -5.727 -1.176 -1.602
H -4.732 -2.582 -2.079
H -3.942 -1.106 -1.466
Mg 3.702 6.443 -1.375
C -3.354 4.066 1.867
O -3.672 3.380 3.078
H -3.625 5.112 1.976
H -2.280 3.989 1.666
H -3.916 3.632 1.039
H -3.432 2.458 2.943
Na 3.494 2.866 2.508
*
```

Summary:
* HOMO-LUMO gap: 1.7 eV
* strongest force on any atom: 6.957 eV Å⁻¹

These are the Löwdin partial charges, in e, on atoms 1 to 5:
1. C -0.098
2. C -0.128
3. B -0.567
4. O 0.116
5. N 0.262

---

The following is a quantum chemistry calculation of 6 unconnected molecules or ions with the total composition C22H54N2O9S at a distorted geometry, from OMol25.

Geometry as ORCA input:
```
! wB97M-V def2-TZVPD RIJCOSX def2/J DEFGRID3
* xyz 0 1
O 0.001 -7.424 -0.522
N -0.007 -6.538 -1.396
O -1.290 -6.063 -1.459
C -1.772 -6.531 -2.767
N -3.225 -6.950 -2.805
S -3.346 -8.650 -3.194
C -3.982 -6.577 -1.550
O -4.067 -7.295 -0.426
O -4.755 -5.293 -1.560
H -1.646 -5.693 -3.607
H -1.099 -7.468 -3.073
H -4.188 -9.313 -2.260
H -5.041 -5.215 -2.537
C -0.052 -3.747 1.189
C 1.227 -3.458 0.420
O 1.839 -2.222 0.779
C 2.238 -2.084 2.141
C 3.252 -3.125 2.583
H -0.778 -2.938 1.042
H -0.497 -4.688 0.850
H 0.128 -3.831 2.263
H 0.987 -3.392 -0.646
H 1.943 -4.279 0.523
H 1.358 -2.086 2.793
H 2.689 -1.089 2.236
H 2.853 -4.140 2.516
H 3.550 -2.949 3.621
H 4.145 -3.082 1.950
C 1.356 0.355 -0.585
C 1.111 1.659 -1.328
O 0.090 1.565 -2.318
C -1.209 1.201 -1.857
C -1.785 2.174 -0.843
H 1.621 -0.443 -1.290
H 2.171 0.474 0.136
H 0.472 0.026 -0.037
H 2.030 1.943 -1.850
H 0.889 2.473 -0.632
H -1.196 0.179 -1.463
H -1.860 1.183 -2.738
H -1.178 2.228 0.064
H -2.795 1.868 -0.553
H -1.833 3.184 -1.265
C 1.968 6.737 3.407
C 2.786 5.622 2.774
O 1.990 4.627 2.136
C 1.157 5.070 1.067
C 1.929 5.699 -0.081
H 1.263 6.327 4.140
H 2.625 7.453 3.912
H 1.385 7.286 2.666
H 3.353 5.114 3.561
H 3.524 6.024 2.074
H 0.388 5.751 1.446
H 0.629 4.185 0.694
H 2.473 6.593 0.233
H 1.247 5.985 -0.887
H 2.665 4.992 -0.479
C -3.077 -3.977 4.469
C -1.774 -3.453 5.052
O -1.520 -2.086 4.736
C -2.486 -1.140 5.188
C -2.662 -1.130 6.697
H -3.082 -3.862 3.378
H -3.204 -5.037 4.712
H -3.943 -3.440 4.858
H -0.945 -4.031 4.633
H -1.738 -3.604 6.135
H -3.442 -1.306 4.680
H -2.133 -0.154 4.867
H -3.020 -2.091 7.074
H -3.384 -0.362 6.991
H -1.707 -0.921 7.192
C 2.242 4.152 -4.227
C 0.913 3.696 -4.809
O 0.215 4.725 -5.504
C 0.883 5.301 -6.625
C 1.212 4.295 -7.715
H 2.091 4.997 -3.545
H 2.717 3.334 -3.676
H 2.936 4.478 -5.003
H 0.263 3.374 -3.989
H 1.045 2.824 -5.457
H 1.781 5.834 -6.295
H 0.208 6.059 -7.037
H 1.890 3.515 -7.361
H 1.688 4.795 -8.564
H 0.299 3.800 -8.066
*
```

Summary:
* HOMO-LUMO gap: 8.3 eV
* strongest force on any atom: 8.919 eV Å⁻¹

These are the Löwdin partial charges, in e, on atoms 1 to 5:
1. O 0.056
2. N -0.011
3. O -0.146
4. C -0.234
5. N -0.427

---

The following is a quantum chemistry calculation of 8 unconnected molecules or ions with the total composition C22H55Br2F4N2O9PS8 at a distorted geometry, from OMol25.

Geometry as ORCA input:
```
! wB97M-V def2-TZVPD RIJCOSX def2/J DEFGRID3
* xyz 0 1
C -3.409 -2.354 6.144
C -2.798 -1.277 5.683
P -1.834 0.188 4.900
N -0.539 -0.974 4.556
C -2.193 0.548 3.066
C -0.918 1.034 2.205
C -0.644 0.196 0.860
F -1.646 0.574 -0.148
Br -0.775 -1.776 1.051
C 0.831 0.493 0.199
F 0.955 -0.478 -0.892
F 0.947 1.812 -0.345
Br 2.323 0.020 1.465
C -0.703 1.193 6.048
N 0.216 2.149 5.353
C 1.036 2.923 6.377
S -3.514 1.444 5.502
O -3.209 2.926 5.481
O -3.834 1.103 6.965
F -4.965 1.058 4.646
H -3.935 -3.378 6.227
H -0.842 -1.753 3.950
H 0.332 -0.529 4.229
H -2.742 -0.375 2.644
H -2.986 1.416 3.049
H 0.044 1.137 2.854
H -1.155 2.124 1.863
H -1.304 1.759 6.865
H -0.016 0.454 6.643
H 0.944 1.559 4.882
H 2.014 3.281 5.855
H 1.330 2.160 7.213
H 0.469 3.821 6.814
C -2.958 -2.735 -2.598
S -3.050 -3.919 -1.238
O -1.711 -4.574 -1.122
C -4.151 -5.081 -2.077
H -2.283 -1.927 -2.309
H -2.573 -3.225 -3.495
H -3.951 -2.323 -2.792
H -3.692 -5.425 -3.006
H -5.104 -4.592 -2.287
H -4.319 -5.934 -1.418
C 0.529 -3.403 7.791
S 1.059 -1.687 7.973
O 1.383 -1.169 6.608
C 2.625 -2.061 8.795
H -0.425 -3.416 7.261
H 1.270 -3.964 7.217
H 0.400 -3.852 8.778
H 3.235 -2.705 8.159
H 2.427 -2.553 9.749
H 3.153 -1.123 8.975
C -5.745 4.241 0.713
S -5.838 3.065 2.081
O -4.497 2.412 2.205
C -6.933 1.896 1.247
H -5.073 5.052 0.998
H -5.357 3.745 -0.179
H -6.738 4.648 0.514
H -6.472 1.547 0.321
H -7.887 2.381 1.030
H -7.102 1.047 1.910
C 5.083 -1.882 -4.541
S 3.283 -1.737 -4.500
O 2.875 -0.877 -5.655
C 3.212 -0.714 -3.012
H 5.363 -2.460 -5.423
H 5.536 -0.891 -4.598
H 5.427 -2.402 -3.645
H 3.782 0.205 -3.164
H 3.617 -1.272 -2.166
H 2.170 -0.464 -2.813
C 5.139 0.869 -9.469
S 5.052 -0.324 -8.115
O 6.397 -0.971 -7.999
C 3.961 -1.487 -8.961
H 5.808 1.679 -9.175
H 5.529 0.386 -10.368
H 4.144 1.274 -9.663
H 4.424 -1.824 -9.891
H 3.005 -1.004 -9.171
H 3.797 -2.345 -8.307
C 8.631 -0.207 -3.631
S 9.249 -1.828 -4.137
O 9.097 -2.750 -2.971
C 10.987 -1.344 -4.224
H 7.553 -0.280 -3.479
H 9.109 0.100 -2.699
H 8.836 0.523 -4.417
H 11.318 -0.966 -3.255
H 11.115 -0.577 -4.990
H 11.578 -2.222 -4.491
C -8.392 4.650 -3.121
S -7.779 3.020 -3.606
O -7.937 2.113 -2.428
C -6.039 3.496 -3.695
H -9.471 4.583 -2.970
H -7.915 4.966 -2.192
H -8.182 5.369 -3.915
H -5.708 3.884 -2.730
H -5.906 4.253 -4.470
H -5.452 2.612 -3.950
*
```

Summary:
* HOMO-LUMO gap: 8.5 eV
* strongest force on any atom: 8.739 eV Å⁻¹

These are the Löwdin partial charges, in e, on atoms 1 to 5:
1. C 0.056
2. C -0.184
3. P 0.704
4. N -0.164
5. C -0.275